# 1
{"formula": "CH29O14", "method": "wB97M-V/def2-TZVPD", "homo_energy_ev": -6.03, "e_tot_ha": -1108.8819, "homo_lumo_gap_ev": 8.30, "lumo_ev": 2.263, "charge": -1, "de_lowest_ev": 0.870, "symbols": ["C", "O", "H", "H", "H", "O", "H", "H", "O", "H", "H", "O", "H", "H", "O", "H", "H", "O", "H", "H", "O", "H", "H", "O", "H", "H", "O", "H", "H", "O", "H", "H", "O", "H", "H", "O", "H", "H", "O", "H", "H", "O", "H", "H"], "positions_angstrom": [[-28.9590, -8.6760, 14.5820], [-27.5820, -8.8180, 14.2480], [-29.0020, -8.6700, 15.6270], [-29.5490, -9.4010, 14.0990], [-29.1610, -7.6790, 14.4650], [-24.9030, -9.2680, 14.4220], [-24.7400, -8.3490, 14.6530], [-25.7600, -9.2800, 14.0320], [-27.3330, -9.9610, 18.2950], [-26.9500, -9.2520, 17.7100], [-26.9490, -10.8440, 18.0050], [-31.4060, -10.7080, 15.4050], [-30.8420, -10.0820, 14.9400], [-30.9360, -10.7950, 16.2650], [-27.9720, -11.3040, 15.6920], [-27.0080, -11.4790, 15.7190], [-28.0010, -10.4380, 15.3220], [-30.2060, -10.9300, 17.7360], [-29.3650, -11.1420, 17.3810], [-29.9850, -10.0390, 18.0050], [-26.9270, -9.9730, 12.0480], [-27.2720, -9.5810, 12.8780], [-26.5770, -9.1890, 11.6480], [-29.6960, -5.4140, 13.8490], [-30.6120, -5.6840, 13.7110], [-29.6040, -5.8440, 14.6900], [-28.0110, -5.7860, 11.7750], [-27.3830, -5.0420, 11.8900], [-28.6100, -5.6710, 12.4680], [-29.9170, -8.8360, 11.5810], [-30.2970, -9.7290, 11.6360], [-29.2510, -8.7890, 12.2640], [-26.6050, -6.3570, 14.0190], [-27.1460, -7.0740, 14.2030], [-26.7330, -6.2020, 13.1050], [-26.4130, -8.1880, 16.7110], [-25.5350, -8.5560, 16.6020], [-26.7820, -8.3950, 15.8220], [-30.0520, -5.7720, 16.5910], [-30.1450, -5.6680, 17.5460], [-30.8770, -6.2140, 16.3550], [-29.3860, -12.0520, 13.5170], [-28.8630, -11.9050, 14.2850], [-30.2890, -11.9740, 13.8030]], "nbo_charge": [-0.30, -1.03, 0.15, 0.16, 0.16, -0.98, 0.47, 0.51, -1.02, 0.49, 0.46, -0.99, 0.46, 0.49, -0.98, 0.48, 0.51, -0.94, 0.50, 0.48, -0.99, 0.49, 0.45, -0.94, 0.46, 0.49, -0.95, 0.45, 0.49, -0.95, 0.47, 0.48, -0.99, 0.48, 0.46, -0.97, 0.48, 0.51, -0.94, 0.48, 0.47, -0.98, 0.48, 0.47]}

---

# 2
{"formula": "C32H25Cl3N6O5RuTe", "method": "wB97M-V/def2-TZVPD", "homo_energy_ev": [-10.23, -10.25], "e_tot_ha": -3682.4353, "homo_lumo_gap_ev": [5.16, 6.52], "lumo_ev": [-5.071, -3.727], "charge": 1, "s_squared": 0.974, "multiplicity": 2, "de_lowest_ev": 1.574, "symbols": ["Ru", "O", "C", "O", "C", "C", "C", "C", "C", "N", "C", "O", "O", "H", "H", "H", "H", "Cl", "C", "C", "C", "Cl", "C", "O", "C", "Cl", "C", "H", "H", "C", "Te", "C", "C", "C", "C", "C", "C", "C", "H", "H", "H", "H", "H", "H", "H", "H", "C", "C", "N", "C", "C", "N", "C", "N", "N", "N", "C", "C", "C", "C", "C", "C", "H", "H", "H", "H", "H", "H", "H", "H", "H", "H", "H"], "positions_angstrom": [[1.2072, 0.9021, 1.2442], [5.6299, 1.3054, 0.2799], [4.3972, 1.0635, 0.6913], [3.4811, 1.8422, 0.5353], [4.2304, -0.2503, 1.3634], [5.2306, -1.2023, 1.4541], [4.9519, -2.3885, 2.1260], [3.6948, -2.5760, 2.6718], [2.7465, -1.5702, 2.5199], [3.0168, -0.4457, 1.8820], [1.3252, -1.6984, 3.0637], [1.0281, -2.6937, 3.6896], [0.5692, -0.6984, 2.7823], [5.6805, 2.1794, -0.1339], [6.1977, -1.0141, 1.0113], [5.7148, -3.1489, 2.2228], [3.4183, -3.4725, 3.2086], [3.3971, 7.4899, 3.3219], [2.5124, 6.1674, 2.6643], [2.6269, 4.9105, 3.2367], [1.9251, 3.8658, 2.6784], [2.0153, 2.2737, 3.3536], [1.1069, 3.9893, 1.5351], [0.4836, 2.9815, 1.0034], [1.0048, 5.3001, 1.0131], [-0.0026, 5.5304, -0.3624], [1.6892, 6.3649, 1.5641], [3.2490, 4.7598, 4.1084], [1.5890, 7.3526, 1.1369], [-2.4106, -1.0566, 2.6506], [-1.5988, 0.7464, 1.8256], [-3.1624, 0.4751, 0.3560], [-4.1942, -0.3877, 1.0318], [-5.4939, -0.4690, 0.5468], [-6.4215, -1.2802, 1.1795], [-6.0569, -2.0152, 2.2989], [-4.7610, -1.9436, 2.7833], [-3.8254, -1.1335, 2.1509], [-2.3457, -1.0020, 3.7353], [-1.8065, -1.9059, 2.3284], [-2.7418, -0.0322, -0.5155], [-3.5605, 1.4387, 0.0447], [-5.7785, 0.1044, -0.3271], [-7.4334, -1.3338, 0.8013], [-6.7844, -2.6395, 2.7996], [-4.4732, -2.5149, 3.6571], [-0.4473, 1.6780, -1.7770], [0.6272, 0.6570, -1.8715], [1.3777, 0.2143, -0.8808], [2.2844, -0.6769, -1.4059], [2.0660, -0.7808, -2.7385], [1.0186, 0.0688, -3.0271], [0.2835, 0.1034, -4.2820], [-0.9388, -0.6455, -4.1791], [-2.1220, 0.0169, -4.0813], [-3.0545, -0.8091, -3.8421], [-2.5219, -2.0764, -3.7482], [-3.1214, -3.3034, -3.4604], [-2.2948, -4.3992, -3.3675], [-0.9085, -4.2957, -3.5740], [-0.3020, -3.0966, -3.8795], [-1.1363, -1.9824, -3.9551], [-0.4473, 2.1138, -0.7792], [-1.4253, 1.2471, -1.9976], [-0.2684, 2.4797, -2.4948], [3.0125, -1.1891, -0.8022], [2.5685, -1.3519, -3.4989], [0.9208, -0.3065, -5.0635], [0.0012, 1.1255, -4.5261], [-4.1900, -3.3715, -3.3111], [-2.7134, -5.3672, -3.1280], [-0.2997, -5.1860, -3.4897], [0.7630, -3.0362, -4.0522]], "mulliken_charge": [1.18, -0.49, 0.17, -0.35, 0.11, -0.64, -0.50, -0.68, 0.37, 0.57, 0.09, -0.66, -0.41, 0.42, 0.58, 0.47, 0.57, -0.21, 0.36, -0.89, 0.90, -0.17, -0.59, -0.31, 0.42, -0.21, -0.68, 0.45, 0.46, -1.01, 0.39, -0.82, 0.50, -0.81, -0.58, -0.55, -0.76, 0.58, 0.63, 0.41, 0.17, 0.67, 0.47, 0.42, 0.41, 0.47, -0.72, 0.48, 0.75, -0.93, -1.03, 0.24, -1.27, 0.78, -0.57, -0.55, 0.28, -0.78, -0.53, -0.60, -0.68, 1.31, -0.22, 0.09, 0.44, 0.65, 0.55, 0.46, 0.32, 0.48, 0.40, 0.40, 0.34]}

---

# 3
{"formula": "C26H65N4O10", "method": "wB97M-V/def2-TZVPD", "homo_energy_ev": -10.17, "e_tot_ha": -2000.7342, "homo_lumo_gap_ev": 8.82, "lumo_ev": -1.349, "charge": 1, "symbols": ["C", "N", "C", "C", "C", "C", "O", "H", "H", "H", "H", "H", "H", "H", "H", "H", "H", "H", "H", "H", "H", "C", "N", "C", "C", "C", "C", "O", "H", "H", "H", "H", "H", "H", "H", "H", "H", "H", "H", "H", "H", "H", "C", "N", "C", "C", "C", "C", "O", "H", "H", "H", "H", "H", "H", "H", "H", "H", "H", "H", "H", "H", "H", "C", "N", "C", "C", "C", "C", "O", "H", "H", "H", "H", "H", "H", "H", "H", "H", "H", "H", "H", "H", "H", "C", "C", "O", "O", "H", "H", "H", "C", "C", "O", "O", "H", "H", "H", "C", "C", "O", "O", "H", "H", "H"], "positions_angstrom": [[-18.3139, 3.1946, -7.8349], [-18.4225, 1.7809, -8.1610], [-17.2232, 1.0421, -7.5120], [-19.7162, 1.2160, -7.5789], [-18.4329, 1.7178, -9.6641], [-18.8315, 0.4344, -10.2805], [-17.7957, -0.5518, -10.3077], [-17.4578, 3.6388, -8.4914], [-18.1352, 3.3085, -6.7513], [-19.1706, 3.7254, -8.1505], [-17.2728, 1.2011, -6.4386], [-16.3890, 1.6314, -7.8296], [-17.1635, 0.0212, -7.7868], [-20.5200, 1.6255, -8.1462], [-19.7547, 1.4525, -6.5022], [-19.6121, 0.1134, -7.5528], [-17.4300, 2.0910, -9.9821], [-19.1559, 2.4830, -9.9959], [-18.9723, 0.7423, -11.3128], [-19.8088, 0.0689, -9.9171], [-17.9106, -1.0605, -9.5317], [-19.0025, -3.8108, -9.9808], [-20.1787, -4.7243, -9.6245], [-20.6470, -5.4733, -10.9011], [-19.5256, -5.6123, -8.5924], [-21.4564, -4.1238, -9.1317], [-21.2340, -3.2029, -7.8702], [-21.0495, -4.0321, -6.7256], [-18.7110, -3.2411, -9.1212], [-19.2455, -3.2779, -10.8977], [-18.2270, -4.4483, -10.3316], [-21.5292, -6.0825, -10.6345], [-19.8749, -6.1169, -11.3347], [-21.0001, -4.7497, -11.6272], [-19.1008, -4.9687, -7.8590], [-18.7764, -6.2115, -9.1390], [-20.2273, -6.2693, -8.0829], [-22.2035, -4.8388, -8.9136], [-21.8776, -3.5325, -10.0623], [-22.1709, -2.7032, -7.7051], [-20.3821, -2.5194, -7.9732], [-20.1458, -3.7900, -6.3626], [-23.4395, 7.8741, -11.1632], [-22.2950, 7.1803, -10.7148], [-21.5991, 6.6011, -11.9105], [-21.3292, 8.1261, -10.0015], [-22.6854, 6.0136, -9.8151], [-21.6207, 5.6364, -8.7925], [-20.4095, 5.2660, -9.3542], [-24.0778, 8.0669, -10.3104], [-24.0554, 7.1445, -11.7896], [-23.1690, 8.6986, -11.8060], [-20.7103, 6.1039, -11.5955], [-21.3994, 7.4455, -12.5450], [-22.2583, 5.8954, -12.3894], [-20.8721, 8.7992, -10.7261], [-20.5621, 7.4689, -9.4911], [-21.8620, 8.6736, -9.2339], [-22.9221, 5.1925, -10.4633], [-23.5897, 6.3410, -9.3246], [-22.1085, 4.8710, -8.1539], [-21.4862, 6.5168, -8.1104], [-20.6935, 4.4936, -9.8358], [-21.5749, 0.9673, -1.8704], [-20.8102, -0.3424, -1.4472], [-19.4798, 0.0981, -1.0469], [-21.5476, -1.0981, -0.3679], [-20.7237, -1.2954, -2.6127], [-19.9770, -0.8300, -3.8554], [-20.6610, 0.1930, -4.5221], [-20.7664, 1.5086, -2.3303], [-21.8481, 1.4679, -0.9684], [-22.4269, 0.7027, -2.5587], [-18.7908, -0.8004, -0.7850], [-19.5459, 0.6864, -0.1269], [-19.0862, 0.6612, -1.8372], [-22.4189, -1.5800, -0.8875], [-21.9640, -0.3940, 0.3992], [-20.8853, -1.8411, 0.0918], [-21.7645, -1.5092, -2.7484], [-20.1099, -2.1230, -2.2283], [-19.8733, -1.7353, -4.4862], [-18.9461, -0.4689, -3.6137], [-20.0259, 0.9615, -4.5611], [-16.2780, -2.1838, -6.6086], [-17.7350, -2.5278, -6.8403], [-18.3343, -1.9001, -7.7655], [-18.2805, -3.4299, -6.1061], [-15.8855, -3.0161, -5.9876], [-16.0368, -1.2374, -6.0699], [-15.7200, -2.1772, -7.5477], [-22.3758, 1.3568, -11.6418], [-21.6921, 2.6777, -11.2578], [-21.4424, 3.4611, -12.1880], [-21.3616, 2.8621, -10.0660], [-21.9556, 1.0444, -12.6076], [-23.4506, 1.4789, -11.7352], [-22.2305, 0.5469, -10.9214], [-17.3581, 3.8702, -3.8071], [-18.3988, 2.8091, -4.1184], [-18.4254, 1.7171, -3.4470], [-19.2348, 3.0048, -5.0858], [-17.1016, 3.9138, -2.7500], [-17.7030, 4.8822, -4.0077], [-16.4363, 3.6579, -4.4360]], "mulliken_charge": [-0.61, 0.84, -0.57, 0.59, -0.10, -0.52, -0.65, 0.36, -0.07, 0.29, 0.26, 0.36, -0.01, 0.21, -0.40, -0.20, 0.41, -0.01, 0.60, 0.08, 0.11, -0.26, 0.27, -0.92, -0.79, -0.77, 0.42, -0.67, -0.33, 0.37, 0.49, 0.35, 0.34, 0.43, 0.36, 0.38, 0.28, 0.43, 0.36, 0.46, -0.58, 0.51, -0.90, 0.19, -1.09, -0.83, -0.53, -0.95, -0.52, 0.39, 0.36, 0.37, 0.39, 0.44, 0.49, 0.40, 0.24, 0.39, 0.44, 0.38, 0.32, 0.68, 0.28, -0.59, 0.17, -0.76, -0.78, -0.92, 0.30, -0.56, 0.26, 0.37, 0.27, 0.28, 0.39, 0.35, 0.36, 0.32, 0.35, 0.43, 0.31, -0.02, 0.32, 0.16, -1.48, 0.63, -0.21, -0.82, 0.40, 0.20, 0.32, -1.21, 0.86, -0.74, -0.76, 0.35, 0.34, 0.20, -1.26, 0.69, -0.78, -0.74, 0.41, 0.33, 0.21]}

---

# 4
{"formula": "H26O13", "method": "wB97M-V/def2-TZVPD", "homo_energy_ev": -9.82, "e_tot_ha": -993.5785, "homo_lumo_gap_ev": 9.38, "lumo_ev": -0.439, "de_lowest_ev": 5.300, "symbols": ["O", "H", "H", "O", "H", "H", "O", "H", "H", "O", "H", "H", "O", "H", "H", "O", "H", "H", "O", "H", "H", "O", "H", "H", "O", "H", "H", "O", "H", "H", "O", "H", "H", "O", "H", "H", "O", "H", "H"], "positions_angstrom": [[0.6993, 1.3516, 3.2960], [1.3748, 0.7352, 2.8112], [0.1043, 1.6889, 2.6374], [-3.0806, 1.0355, -1.1950], [-3.2215, 0.6791, -0.3383], [-3.9212, 0.7246, -1.5215], [1.4155, 1.1316, -2.7210], [2.2795, 1.2462, -3.0527], [1.2457, 1.1285, -1.7868], [-0.9896, 1.9360, 1.7965], [-1.3814, 2.8025, 1.9660], [-1.7816, 1.3365, 2.0216], [1.3167, -2.6903, 2.0207], [1.5213, -2.0238, 1.3511], [1.5930, -2.1470, 2.7537], [2.6977, 0.5514, 1.8410], [2.5833, 1.2413, 1.2617], [3.7120, 0.6431, 2.0518], [-0.8522, -1.8195, 1.2788], [-0.2102, -1.1430, 0.9817], [-0.3008, -2.6938, 1.4468], [-0.9174, -0.1267, -2.4559], [-1.4279, 0.4877, -1.8766], [-0.8071, 0.2707, -3.3526], [1.5770, -2.0153, -2.6122], [1.4741, -2.4605, -3.4188], [1.7121, -1.0986, -2.6319], [0.0460, 0.1650, 0.0928], [-0.4878, 0.9032, 0.4267], [-0.2307, -0.1195, -0.8189], [-3.1660, -2.3312, -0.1410], [-2.2457, -1.9222, 0.2073], [-3.4113, -2.8660, 0.5628], [-0.7151, 3.3740, -1.0940], [-0.5768, 3.8916, -0.3587], [-1.6205, 3.0192, -0.9341], [2.2144, -1.9609, -0.0465], [1.8185, -1.8529, -0.8112], [1.9602, -1.0720, 0.3624]], "nbo_charge": [-1.02, 0.48, 0.45, -0.95, 0.48, 0.49, -0.98, 0.48, 0.50, -0.93, 0.50, 0.51, -0.94, 0.46, 0.46, -0.94, 0.48, 0.50, -1.04, 0.48, 0.52, -0.98, 0.49, 0.50, -0.97, 0.49, 0.49, -1.02, 0.50, 0.52, -1.01, 0.51, 0.46, -0.93, 0.45, 0.48, -0.90, 0.47, 0.46]}